8
Properties=species:S:1:pos:R:3:lowdin_spin:R:1 method="wB97M-V/def2-TZVPD" total_charge=0 max_force_ev_per_a=3.780 s2=3.77 multiplicity=4 homo_energy_ev="-9.664 / -8.696" orbital_gap_ev="8.678 / 4.405"
O 1.21 0.62 0.69 0.04
Ni 2.10 -0.92 1.05 1.12
S -0.40 -1.21 -0.52 0.37
O 0.77 -1.96 0.24 0.42
C 0.01 0.58 0.05 0.03
F -2.75 0.52 -1.37 0.99
F -0.98 0.99 0.90 0.02
F 0.05 1.39 -1.05 0.01

***

7
Properties=species:S:1:pos:R:3:nbo_charge:R:1 method="wB97M-V/def2-TZVPD" total_charge=-1 smiles="O=[S@@]([O-])(F)=C(F)F" max_force_ev_per_a=8.417 homo_energy_ev=-4.565 orbital_gap_ev=8.653
O -1.23 1.12 0.91 -0.93
S -0.59 0.11 0.06 2.01
O -1.35 -1.29 0.11 -0.94
F -1.18 0.71 -1.49 -0.58
C 1.13 -0.14 0.54 0.18
F 1.46 -1.35 -0.03 -0.38
F 1.76 0.84 -0.11 -0.37